Record 1
{
  "formula": "C26H31N3O3",
  "method": "ωB97M-V/def2-TZVPD",
  "species": ["C", "C", "O", "C", "O", "C", "C", "C", "O", "C", "C", "C", "C", "C", "C", "C", "C", "N", "C", "C", "C", "C", "C", "N", "C", "C", "C", "N", "C", "C", "C", "C", "H", "H", "H", "H", "H", "H", "H", "H", "H", "H", "H", "H", "H", "H", "H", "H", "H", "H", "H", "H", "H", "H", "H", "H", "H", "H", "H", "H", "H", "H", "H"],
  "positions_angstrom": [[-0.31574, -4.91508, 0.49577], [-0.95121, -3.75388, -0.25473], [0.03020, -2.80094, -0.66707], [0.41484, -1.89425, 0.23709], [-0.02991, -1.84083, 1.35358], [1.52434, -0.99481, -0.30905], [2.79109, -1.87330, -0.21074], [4.10926, -1.18375, -0.55778], [4.52803, -0.42423, 0.55526], [5.67884, 0.29775, 0.46766], [6.52408, 0.32576, -0.63569], [7.67242, 1.10110, -0.60307], [7.99099, 1.84938, 0.51382], [7.14783, 1.82233, 1.61455], [6.00210, 1.05598, 1.59453], [1.62485, 0.27066, 0.54451], [0.36936, 1.12672, 0.39841], [0.15487, 1.47094, -0.99568], [-0.87902, 2.47912, -1.19049], [-2.25951, 2.04052, -0.76740], [-3.10146, 1.37935, -1.65582], [-4.33358, 0.90769, -1.25189], [-4.75411, 1.08746, 0.06349], [-6.00811, 0.59845, 0.44038], [-6.67939, 0.79237, 1.60298], [-7.87091, 0.12145, 1.49660], [-7.83456, -0.45850, 0.21807], [-6.71460, -0.16176, -0.40164], [-3.92251, 1.74911, 0.96090], [-2.69182, 2.21790, 0.54151], [-0.04371, 0.27835, -1.79404], [1.21668, -0.58218, -1.75113], [0.13943, -4.55646, 1.41557], [0.44850, -5.38718, -0.11712], [-1.07694, -5.64933, 0.74275], [-1.42429, -4.09178, -1.17909], [-1.68854, -3.25130, 0.37969], [2.66324, -2.72831, -0.87752], [2.88025, -2.24349, 0.81324], [4.86138, -1.95399, -0.78285], [3.99847, -0.54177, -1.44054], [6.30370, -0.24991, -1.52121], [8.32201, 1.11397, -1.46618], [8.88778, 2.44975, 0.52912], [7.38597, 2.40355, 2.49303], [5.33384, 1.02222, 2.44052], [1.75465, -0.00167, 1.59179], [2.48857, 0.85090, 0.22513], [0.50375, 2.05452, 0.96035], [-0.49068, 0.58595, 0.82548], [-0.88094, 2.73836, -2.25339], [-0.57755, 3.36294, -0.62117], [-2.79188, 1.23970, -2.68145], [-4.99008, 0.39488, -1.93625], [-6.28969, 1.38381, 2.40505], [-8.65306, 0.05568, 2.22453], [-8.57309, -1.06989, -0.26130], [-4.22098, 1.89686, 1.98670], [-2.05821, 2.73522, 1.24702], [-0.23781, 0.58411, -2.82574], [-0.90624, -0.31718, -1.44418], [1.08341, -1.46309, -2.37946], [2.04482, 0.00957, -2.14183]],
  "mulliken_charge": [-1.16, -0.28, -0.22, -0.44, -0.61, 2.44, -1.87, -0.83, -0.26, 0.55, -0.31, -0.61, -0.50, -0.46, -0.40, -1.16, -0.57, 0.08, -2.01, 0.85, -0.60, -0.39, 1.39, 0.67, 0.02, -0.92, -0.23, -1.09, -0.69, -0.90, -0.35, -1.49, 0.29, 0.29, 0.41, 0.35, 0.34, 0.48, 0.45, 0.59, 0.44, 0.38, 0.35, 0.38, 0.36, 0.40, 0.38, 0.37, 0.49, 0.34, 0.53, 0.53, 0.37, 0.47, 0.35, 0.40, 0.44, 0.23, 0.35, 0.52, 0.27, 0.33, 0.46],
  "smiles": "CCOC(=O)C1(CCOc2ccccc2)CCN(Cc2ccc(-n3cccn3)cc2)CC1"
}



Record 2
{
  "formula": "C26H31N3O4S",
  "method": "ωB97M-V/def2-TZVPD",
  "species": ["C", "C", "C", "C", "C", "C", "C", "H", "H", "H", "H", "S", "O", "O", "C", "C", "C", "C", "C", "C", "O", "N", "H", "C", "H", "H", "C", "N", "C", "C", "N", "C", "C", "H", "H", "H", "H", "C", "C", "C", "C", "C", "C", "C", "H", "H", "H", "H", "H", "H", "H", "H", "H", "H", "H", "H", "H", "O", "H", "H", "H", "H", "H", "H", "H"],
  "positions_angstrom": [[-0.16056, 0.63860, 2.10052], [0.62698, 1.75901, 2.04740], [0.25551, 2.97743, 2.51252], [1.01112, 4.18350, 2.59684], [2.06837, 4.14839, 2.05333], [2.70862, 3.02366, 1.50253], [1.98750, 1.91683, 1.65673], [2.11805, 0.98191, 0.94605], [3.58175, 3.00428, 0.84068], [2.88045, 5.01421, 1.94819], [0.79402, 5.23199, 2.89129], [-1.43992, 3.48866, 3.22538], [-1.62959, 4.62890, 4.03428], [-1.73541, 2.23513, 4.08609], [-2.61371, 3.42935, 1.78599], [-1.60275, 4.11331, 0.87236], [-1.46928, 5.32166, 0.70531], [-0.39669, 5.44690, -0.36171], [-0.17512, 4.04945, -0.90671], [0.94938, 3.60871, -1.70557], [1.50181, 4.36313, -2.36588], [0.98740, 2.35430, -1.83705], [0.27384, 1.69361, -1.36876], [1.85850, 1.58241, -2.69827], [1.04525, 1.45246, -3.96369], [2.55755, 2.08128, -2.94513], [1.99617, 0.15013, -1.97836], [0.96662, -0.57133, -1.83489], [0.17819, -0.98356, -2.66737], [-1.08701, -1.81316, -2.15023], [-0.70384, -2.88913, -1.54282], [-0.00955, -2.39269, -0.34675], [1.36893, -1.73039, -0.89762], [1.86807, -1.34198, 0.07749], [1.91384, -2.39226, -1.38915], [0.55856, -3.31218, 0.09271], [-0.60963, -1.76131, 0.25441], [-1.57319, -3.74140, -0.86356], [-1.30036, -4.98635, -0.39856], [-0.24932, -5.64524, -1.11029], [0.16383, -7.07523, -0.41973], [-0.17402, -7.30517, 0.73910], [-1.34967, -6.58862, 1.43656], [-1.84695, -5.44849, 0.99413], [-2.57192, -4.76657, 1.33130], [-1.78864, -7.18641, 2.33616], [-0.08851, -8.46298, 1.17853], [0.75281, -7.70218, -0.96283], [-0.07644, -5.39721, -2.13397], [-2.37046, -3.80033, -1.84014], [-2.46508, -3.18373, -0.28994], [-1.77634, -2.12900, -3.10354], [-1.80187, -1.21649, -1.74044], [-0.19394, -0.28386, -3.25797], [0.71817, -1.87595, -3.32718], [2.89377, -0.42841, -2.88962], [2.63436, 0.39379, -1.24427], [-0.87673, 3.36584, 0.01296], [0.06877, 6.27668, -0.97049], [-1.65567, 6.03663, 1.14399], [-3.47916, 3.91365, 2.13245], [-2.67211, 2.31837, 1.61710], [0.31440, -0.24107, 2.08309], [-0.72316, 0.79117, 1.25119], [-0.93597, 0.67735, 3.02582]],
  "mulliken_charge": [-2.24, 1.49, 0.38, -0.75, -0.05, -0.95, 0.08, -0.06, 0.40, 0.11, 0.25, 1.23, -0.65, -0.82, -0.91, 0.20, -1.14, -0.48, 0.50, 0.43, -0.61, 0.21, 0.00, -1.67, 0.25, 0.88, -1.23, 1.27, -1.03, -1.09, 0.54, -0.99, -1.48, 0.31, 0.62, 0.28, 0.63, -0.43, 0.38, -0.52, -0.43, -0.56, -0.09, -0.87, 0.43, 0.27, 0.17, 0.48, 0.43, 0.27, 0.27, 0.36, 0.66, 0.52, 0.18, 0.28, 0.75, -0.25, 0.37, 1.06, 0.62, 0.23, 0.81, 0.51, 0.20]
}



Record 3
{
  "formula": "C26H31N4O9S3Y",
  "method": "ωB97M-V/def2-TZVPD",
  "species": ["Y", "O", "C", "O", "C", "C", "C", "C", "C", "N", "C", "O", "O", "H", "H", "H", "H", "C", "O", "C", "C", "O", "C", "H", "H", "H", "H", "H", "H", "H", "H", "H", "H", "N", "C", "C", "N", "H", "H", "H", "H", "H", "H", "H", "H", "O", "N", "O", "O", "C", "C", "C", "C", "C", "S", "C", "C", "C", "C", "S", "C", "C", "C", "C", "S", "H", "H", "H", "H", "H", "H", "H", "H", "H"],
  "positions_angstrom": [[-0.96474, -0.48512, -0.56231], [-0.15264, 0.14658, -5.14691], [-0.20584, 0.36598, -3.84041], [0.48676, -0.21702, -3.03531], [-1.16554, 1.42798, -3.43451], [-1.69594, 2.36238, -4.31511], [-2.55174, 3.33268, -3.81041], [-2.83744, 3.32838, -2.45711], [-2.26824, 2.34218, -1.65491], [-1.45694, 1.41108, -2.13421], [-2.51224, 2.28078, -0.13561], [-2.90704, 3.30038, 0.41509], [-2.27354, 1.15808, 0.38529], [0.43236, -0.60532, -5.34031], [-1.43214, 2.32348, -5.35901], [-2.97084, 4.08288, -4.46501], [-3.48684, 4.05798, -1.99591], [1.09206, 3.36208, -1.80301], [0.67316, 2.49058, -0.78181], [0.60346, 3.10538, 0.49779], [1.03376, 2.07308, 1.54309], [0.07706, 1.05768, 1.76249], [-0.84124, 1.40458, 2.78579], [2.03926, 3.85218, -1.53861], [0.34066, 4.13498, -2.00981], [1.23786, 2.75498, -2.69651], [-0.41494, 3.46528, 0.69519], [1.28816, 3.96318, 0.54029], [1.26146, 2.57998, 2.49089], [1.93586, 1.57648, 1.17279], [-0.30174, 1.60788, 3.71969], [-1.49404, 0.54988, 2.93509], [-1.45094, 2.27058, 2.51649], [-3.78704, -0.76602, -0.91581], [-4.33544, -1.73662, 0.02269], [-3.68244, -1.52562, 1.38719], [-2.23454, -1.69572, 1.26299], [-4.12264, 0.16218, -0.67481], [-4.08494, -0.97622, -1.86351], [-4.09414, -2.73642, -0.34811], [-5.42914, -1.65772, 0.12219], [-4.12474, -2.23252, 2.10369], [-3.88014, -0.50522, 1.72829], [-2.02894, -2.66292, 1.00429], [-1.78924, -1.53952, 2.16579], [-1.51504, -2.75642, -1.35821], [-1.82474, -2.47172, -2.53041], [-1.86414, -1.23842, -2.78131], [0.63546, -1.60612, 0.08249], [1.76956, -1.70722, 0.84989], [2.35716, -3.11152, 0.78659], [3.19686, -3.70952, 1.67679], [3.62906, -4.98372, 1.25139], [3.10086, -5.32552, 0.04769], [2.06306, -4.10272, -0.58741], [2.87046, -0.79232, 0.33629], [2.77156, 0.10058, -0.68491], [3.99766, 0.73738, -0.99351], [5.01406, 0.31838, -0.20131], [4.49646, -0.86302, 0.93999], [1.49866, -1.44852, 2.32229], [2.07436, -0.59712, 3.21049], [1.53636, -0.69822, 4.51479], [0.56846, -1.64082, 4.60819], [0.29686, -2.42552, 3.09599], [3.50836, -3.24542, 2.59769], [4.29936, -5.60492, 1.81919], [3.25456, -6.22632, -0.51021], [1.84986, 0.27098, -1.21501], [4.10806, 1.47458, -1.77081], [6.04316, 0.61308, -0.21891], [2.87296, 0.07968, 2.96809], [1.86796, -0.09222, 5.33949], [-0.00144, -1.93702, 5.46629]],
  "mulliken_charge": [0.89, -0.53, 0.00, -0.41, 0.35, -0.93, -0.67, -1.04, 0.56, 1.44, -0.19, -0.75, -0.19, 0.42, 0.60, 0.47, 0.61, -1.13, 0.49, -1.07, -0.61, 0.99, -1.26, 0.44, 0.28, 0.20, 0.16, 0.65, 0.60, -0.06, 0.41, 0.09, 0.37, -0.25, -0.89, -0.66, -0.26, 0.24, 0.32, 0.36, 0.43, 0.52, 0.29, 0.32, -0.08, -0.30, -0.08, -0.40, -0.52, 2.14, -0.80, -0.29, -0.91, -0.58, -0.11, -0.50, -0.49, -0.77, -0.72, 0.00, 0.50, -0.56, -0.87, -0.68, -0.19, 0.54, 0.42, 0.49, 0.68, 0.46, 0.49, 0.58, 0.46, 0.51]
}



Values of E_tot, in order: -38078.0021 -50937.5311 -85404.7912, all in eV.
Values of energy above the lowest of the compared OMol25 structures with the same formula, charge and spin, in order: 307.1 2423.0 84.7, all in kJ/mol.
Values of frontier orbital gap, in order: 9.074 8.969 7.621, all in eV.